i:
Molecular formula: C4H6O
Method: DFT, wB97M-V/def2-TZVPD

Summary:
Charge: 0
Structure (SMILES): O=CC1CC1

Last column: natural (NBO) charge in e.
Element x y z (Å)
O: -2.14 0.01 -0.12  -0.52
C: -1.02 -0.05 0.33  0.44
C: 0.21 -0.09 -0.50  -0.35
C: 1.46 -0.67 0.13  -0.41
C: 1.26 0.78 0.07  -0.40
H: -0.77 -0.05 1.40  0.09
H: 0.07 -0.23 -1.59  0.24
H: 2.10 -1.21 -0.54  0.23
H: 1.34 -1.08 1.14  0.21
H: 1.04 1.29 1.02  0.22
H: 1.85 1.36 -0.71  0.23

---

ii:
Molecular formula: C4H6O
Method: DFT, wB97M-V/def2-TZVPD

Summary:
Charge: 0
Structure (SMILES): C=C=COC

Last column: natural (NBO) charge in e.
Element x y z (Å)
C: -1.20 1.50 -0.55  -0.44
C: -0.82 0.29 -0.87  -0.02
C: -0.35 -0.93 -0.85  0.05
O: 0.21 -1.44 0.29  -0.52
C: 1.12 -0.60 0.97  -0.25
H: -2.20 1.66 -0.16  0.22
H: -0.53 2.35 -0.61  0.21
H: -0.34 -1.64 -1.67  0.20
H: 1.51 0.18 0.31  0.18
H: 1.93 -1.25 1.30  0.19
H: 0.67 -0.11 1.85  0.18

---

iii:
Molecular formula: C4H6O
Method: DFT, wB97M-V/def2-TZVPD

Summary:
Charge: 0

Last column: natural (NBO) charge in e.
Element x y z (Å)
C: 0.17 0.62 1.16  -0.07
C: 0.67 -0.17 -0.03  -0.31
C: -0.26 -0.63 -0.93  0.17
C: -1.06 -0.96 -1.86  -0.50
H: 1.95 1.43 1.57  0.46
H: -0.91 0.98 1.09  0.21
H: 0.14 -0.18 2.32  0.14
H: 1.39 -0.68 -0.11  0.18
H: -1.73 -1.78 -1.96  0.22
H: -1.38 -0.48 -2.58  0.21
O: 1.02 1.84 1.33  -0.72

---

iv:
Molecular formula: C4H6O
Method: DFT, wB97M-V/def2-TZVPD

Summary:
Charge: 0

Last column: natural (NBO) charge in e.
Element x y z (Å)
C: 0.87 0.72 -0.60  -0.57
C: 2.05 -0.41 -0.81  -0.05
C: 0.09 -0.30 0.21  0.40
C: -1.19 -0.54 0.89  -0.70
O: 1.16 -1.22 0.06  -0.44
H: 1.08 1.61 -0.02  0.23
H: 0.50 0.97 -1.63  0.24
H: 2.90 -0.28 -0.27  0.14
H: -0.81 -1.34 1.57  0.26
H: -1.88 -0.90 0.09  0.24
H: -1.41 0.46 1.33  0.25

---

Which of them is the most stable, and which is the least stable? i and iii, in that order.

---

i:
Molecular formula: C4H6O
Method: DFT, wB97M-V/def2-TZVPD

Summary:
Charge: 0
Structure (SMILES): C=C=COC

Last column: natural (NBO) charge in e.
Element x y z (Å)
C: 0.85 1.67 -0.40  -0.39
C: 0.37 0.75 -1.19  -0.01
C: -0.48 -0.25 -1.21  0.02
O: -1.12 -0.43 0.00  -0.54
C: -0.36 -1.08 1.00  -0.25
H: 0.29 2.59 -0.24  0.22
H: 1.71 1.45 0.23  0.21
H: -0.77 -0.93 -2.00  0.20
H: 0.72 -1.08 0.78  0.18
H: -0.71 -2.11 1.07  0.18
H: -0.51 -0.58 1.96  0.19

---

ii:
Molecular formula: C4H6O
Method: DFT, wB97M-V/def2-TZVPD

Summary:
Charge: 0

Last column: natural (NBO) charge in e.
Element x y z (Å)
C: -1.26 -0.38 -0.15  -0.49
C: -0.06 -0.04 0.74  -0.34
C: 1.33 -0.25 -0.19  0.02
O: 0.92 -0.11 -1.43  -0.63
C: -0.71 0.93 -0.01  0.14
H: -2.28 -0.57 0.16  0.24
H: -0.88 -0.91 -1.05  0.28
H: 0.04 -0.07 1.82  0.25
H: 1.90 -1.17 0.03  0.14
H: 1.86 0.60 0.27  0.16
H: -0.88 1.98 -0.19  0.23

---

iii:
Molecular formula: C4H6O
Method: DFT, wB97M-V/def2-TZVPD

Summary:
Charge: 0

Last column: natural (NBO) charge in e.
Element x y z (Å)
C: 2.48 -0.49 0.12  0.37
C: -1.38 -0.51 0.11  -0.48
C: -0.97 0.95 0.21  -0.48
C: -0.29 0.03 -0.70  -0.13
O: 3.25 0.40 0.08  -0.47
H: 2.66 -1.53 0.44  0.13
H: -1.17 -1.14 0.96  0.22
H: -2.31 -0.77 -0.39  0.21
H: -1.61 1.73 -0.19  0.21
H: -0.48 1.25 1.12  0.22
H: -0.18 0.07 -1.76  0.19

---

iv:
Molecular formula: C4H6O
Method: DFT, wB97M-V/def2-TZVPD

Summary:
Charge: 0

Last column: natural (NBO) charge in e.
Element x y z (Å)
C: 2.13 -0.65 0.00  -0.44
C: 0.75 -0.81 -0.28  -0.35
C: -1.24 -0.23 -0.18  0.72
C: -1.33 1.15 0.18  -0.77
O: -1.95 -1.07 -0.57  -0.47
H: 2.74 -1.47 -0.17  0.20
H: 2.48 0.31 0.46  0.19
H: 0.58 -1.82 -0.54  0.15
H: -2.33 1.24 0.74  0.25
H: -1.41 1.94 -0.48  0.27
H: -0.42 1.41 0.84  0.26

---

Which of them is the most stable, and which is the least stable? i and ii, in that order.

---

i:
Molecular formula: C4H6O
Method: DFT, wB97M-V/def2-TZVPD

Summary:
Charge: 0

Last column: natural (NBO) charge in e.
Element x y z (Å)
C: -0.86 -0.84 -0.15  -0.68
C: -0.03 0.08 0.74  -0.35
C: 1.25 -0.05 -0.09  -0.12
O: 0.96 1.17 -0.74  -0.38
C: -0.23 1.21 -0.18  0.22
H: -1.93 -0.65 -0.21  0.20
H: -0.67 -1.90 0.04  0.22
H: -0.06 0.14 1.83  0.23
H: 0.32 -0.80 -0.89  0.26
H: 2.28 -0.17 0.23  0.20
H: -1.04 1.82 -0.56  0.21

---

ii:
Molecular formula: C4H6O
Method: DFT, wB97M-V/def2-TZVPD

Summary:
Charge: 0
Structure (SMILES): O=C1CCC1

Last column: natural (NBO) charge in e.
Element x y z (Å)
O: 1.79 -0.45 -1.47  -0.51
C: 0.88 -0.22 -0.72  0.62
C: -0.62 -0.52 -0.75  -0.53
C: -0.74 0.14 0.64  -0.40
C: 0.77 0.52 0.62  -0.53
H: -1.14 0.00 -1.57  0.24
H: -0.87 -1.59 -0.82  0.23
H: -1.00 -0.56 1.44  0.21
H: -1.42 0.99 0.69  0.21
H: 1.39 0.11 1.42  0.23
H: 0.98 1.59 0.53  0.23

---

Which of them is the most stable, and which is the least stable? ii and i, in that order.